C43H36BrO2P2Yb as an isolated structure in a non-equilibrium geometry. Source: the Open Molecules 2025 dataset; level of theory: ωB97M-V/def2-TZVPD.

```
85
Properties=species:S:1:pos:R:3:forces:R:3
C -0.178901 3.677788 0.470608 0.11 -0.50 -0.13
C 0.867855 2.988454 -0.182465 -1.47 -0.17 -1.00
C 1.105022 3.340576 -1.537792 -0.90 0.27 0.88
C 0.310755 4.318389 -2.148040 0.30 -0.04 0.27
C -0.726404 4.993926 -1.478518 1.11 0.13 0.18
C -0.940760 4.670152 -0.134860 0.79 -0.24 -0.27
P 1.567345 1.452774 0.470036 2.61 2.68 1.12
C 3.256685 1.432001 -0.210436 0.68 -0.48 -0.05
C 3.612486 0.547239 -1.238139 -0.66 0.22 0.32
C 4.875211 0.573987 -1.808748 0.00 -0.21 -0.24
C 5.837607 1.467992 -1.339132 -0.23 -0.02 0.04
C 5.530903 2.319288 -0.266970 -0.21 -0.22 -0.18
C 4.250405 2.295269 0.309755 0.09 0.00 -0.15
Yb 0.163023 -1.707805 -0.060041 -0.38 -0.73 0.61
P -2.324602 -0.421208 -0.883952 -3.47 -1.63 -0.61
C -2.416912 0.585518 -2.381541 1.78 -0.13 0.42
C -3.234143 1.704183 -2.499998 -0.75 -0.24 0.49
C -3.063956 2.582862 -3.567874 0.65 -0.24 -0.19
C -1.999295 2.407183 -4.460578 -0.55 0.11 0.82
C -1.112300 1.376800 -4.232915 1.06 -0.88 -0.41
C -1.289384 0.439678 -3.217336 -0.52 1.05 -0.05
C -2.960553 -2.126916 -1.275832 -0.03 -0.61 -0.85
C -2.925428 -3.163721 -0.298005 0.37 1.34 -0.41
C -3.141693 -4.482962 -0.670090 -0.04 0.01 0.71
C -3.457999 -4.830469 -1.982197 0.26 0.74 0.17
C -3.499102 -3.828276 -2.956050 -0.11 0.01 0.01
C -3.238180 -2.496618 -2.621899 0.27 0.20 0.53
C -3.492288 0.216106 0.359297 -0.13 -0.47 0.88
C -2.996044 0.492079 1.645933 0.69 0.00 -0.44
C -3.814290 0.988860 2.644940 -0.77 0.30 -0.15
C -5.182172 1.200085 2.375502 0.87 0.08 -0.23
C -5.714816 0.836623 1.138680 -0.25 0.13 -0.17
C -4.893375 0.289727 0.153087 0.68 0.27 -0.53
C 1.775353 1.737136 2.281826 -0.43 -0.08 0.51
C 1.917271 3.030845 2.857804 -0.32 0.12 -0.25
C 1.918804 3.183104 4.250530 0.20 -0.20 -0.16
C 1.834281 2.077624 5.094852 -0.03 -0.66 -0.58
C 1.759040 0.799720 4.533136 0.23 0.26 -0.41
C 1.753642 0.631464 3.147101 -0.21 -0.08 -0.37
H -2.694542 -2.859369 0.737476 -0.21 -0.49 -0.31
H -3.048834 -5.228211 0.122281 -0.19 0.02 -0.38
H -3.643639 -5.861192 -2.228307 -0.04 -0.14 -0.13
H -3.749603 -4.096211 -3.985612 0.12 0.18 0.33
H -3.232078 -1.713266 -3.383173 -0.12 -0.37 0.11
H -3.983180 1.836238 -1.693576 0.36 0.27 -0.92
H -3.666342 3.456225 -3.700753 -0.52 0.23 0.17
H -1.811232 3.134045 -5.243082 -0.11 -0.15 0.01
H -0.213162 1.293070 -4.846864 -0.29 0.04 0.06
H -0.478723 -0.264708 -3.011887 -0.41 -0.14 -0.15
H -1.920571 0.334404 1.848302 -0.54 0.25 -0.04
H -3.382532 1.294418 3.594371 -0.16 -0.21 -0.09
H -5.795360 1.722259 3.096942 -0.07 -0.21 0.09
H -6.774897 1.052885 0.906431 0.74 -0.38 0.24
H -5.315406 0.000518 -0.817117 0.13 0.12 0.41
H 2.013484 3.945670 2.249323 -0.19 -0.67 0.20
H 1.999800 4.166231 4.709071 0.04 -0.09 -0.34
H 1.853235 2.177032 6.173624 -0.06 0.15 -0.10
H 1.724457 -0.086043 5.147211 0.00 -0.01 0.18
H 1.722508 -0.373455 2.709256 -0.12 0.39 0.40
H 2.865715 -0.178828 -1.567686 0.30 0.12 -0.13
H 5.072396 -0.124409 -2.629557 0.16 0.36 0.37
H 6.824397 1.485771 -1.809994 -0.34 0.05 0.27
H 6.310929 2.996246 0.102405 -0.51 -0.28 -0.02
H 4.056065 2.941780 1.171735 -0.04 -0.23 -0.40
H 1.905149 2.888463 -2.088853 0.28 -0.21 -0.22
H 0.595847 4.606089 -3.153242 -0.25 0.04 -0.02
H -1.158931 5.867092 -1.980839 -0.27 -0.58 0.33
H -1.583618 5.167101 0.566276 -0.61 0.46 -0.41
H -0.452316 3.486027 1.495270 0.28 -0.35 0.24
H 0.783066 0.298185 0.046737 0.21 1.36 0.32
H -0.964106 -0.005220 -0.405495 1.00 1.37 0.52
Br 0.432631 -4.346843 -0.806819 0.95 -1.19 0.48
C 1.881223 -4.982231 0.461958 -0.65 -0.23 -0.21
C 2.198979 -6.339671 0.401563 0.29 0.97 0.05
C 3.228224 -6.782374 1.246152 -0.25 -0.28 -0.27
C 3.838169 -5.895733 2.151638 -0.43 -0.88 -0.97
C 3.438842 -4.566537 2.189217 -0.01 -0.64 -0.16
C 2.434728 -4.085506 1.361591 -0.09 -0.16 0.03
C 1.926245 -2.669912 1.424832 -0.91 -0.21 0.41
O 2.418250 -1.843152 0.598826 -0.62 -0.03 0.29
O 0.852117 -2.426199 2.110938 1.47 -0.15 -1.66
H 1.678810 -6.964715 -0.314869 0.24 -0.15 0.15
H 3.545103 -7.842526 1.149008 -0.22 0.92 0.32
H 4.620047 -6.323496 2.767166 0.01 0.47 0.15
H 3.915563 -3.889397 2.848448 0.36 0.54 0.67
```
Forces are in eV/Å.

## Properties
Orbital gap (spin up / spin down) (eV): 5.39 / 8.27
Charge: +2
Lowest unoccupied orbital energy (spin up / spin down) (eV): -5.5928 / -5.6535
Spin multiplicity: 2
M (g/mol): 899.651
HOMO level (spin up / spin down) (hartree): -0.4037 / -0.5119

Atomic partial charges in e from the Mulliken method, atoms 1 to 8:
1. C -0.6060
2. C 0.6254
3. C -0.5862
4. C -0.6016
5. C -0.6517
6. C -0.8480
7. P 2.7576
8. C 0.2603

C43H36HfN6O3S2Se2 as an isolated structure. Source: the Open Molecules 2025 dataset; level of theory: ωB97M-V/def2-TZVPD.

```
93
Properties=species:S:1:pos:R:3:forces:R:3
Hf -0.218294 -0.296382 0.111973 0.51 0.21 0.61
S 2.506814 0.861370 3.959489 -0.01 0.06 0.05
C 3.670118 0.000555 3.008743 0.06 0.01 0.09
C 4.938428 -0.440908 3.377641 -0.01 0.01 0.01
C 5.705820 -1.079795 2.423268 -0.04 0.01 -0.02
C 5.217158 -1.261145 1.123748 0.01 0.00 0.01
C 3.957764 -0.824191 0.766709 0.02 -0.10 -0.10
C 3.166397 -0.200517 1.724393 -0.23 0.07 -0.17
N 1.866880 0.284464 1.529366 -0.27 -0.05 0.11
C 1.434509 0.903485 2.593290 0.04 0.06 0.05
C 0.177776 1.650846 2.600997 0.09 -0.06 0.05
C -0.108684 2.507809 3.664981 0.02 0.01 0.05
C -1.237348 3.301900 3.623184 0.01 0.01 -0.01
C -2.044636 3.247863 2.494397 0.00 0.01 0.01
C -1.742511 2.382203 1.452196 0.02 0.05 -0.01
C -0.637576 1.523765 1.463500 -0.16 0.41 0.33
H 5.313175 -0.278731 4.380667 -0.01 -0.01 -0.04
H 6.696265 -1.432093 2.681649 -0.02 0.01 -0.01
H 5.835740 -1.751346 0.382183 -0.01 0.01 0.02
H 3.571324 -0.969689 -0.230046 0.01 0.00 -0.01
H 0.563206 2.575646 4.514036 -0.01 0.00 0.00
H -1.466954 3.975455 4.439291 0.00 -0.02 -0.02
H -2.916119 3.889141 2.422135 0.03 -0.01 0.00
H -2.401089 2.399394 0.597109 -0.04 0.01 -0.01
Se 1.152106 -3.235976 -2.503785 -0.14 0.01 0.11
Se 2.917437 -1.792305 -2.712547 0.05 0.11 0.14
C 2.289195 0.027788 -2.487407 -0.11 0.08 0.26
C 2.912999 0.752496 -3.455564 0.08 0.32 -0.03
C 3.108466 2.192263 -3.551806 0.04 -0.32 -0.21
C 2.894235 3.072235 -2.587693 -0.06 0.10 0.04
C 1.394494 1.804378 -1.205272 -0.09 -0.13 -0.43
N 1.576103 0.417456 -1.370260 -0.07 -0.31 -0.30
C 1.332903 -3.585171 -0.619356 0.07 0.07 0.03
C 1.554759 -4.907266 -0.253223 0.02 -0.02 0.01
C 1.837946 -5.204964 1.067065 0.02 -0.07 -0.01
C 1.906563 -4.164576 1.975404 0.01 -0.01 0.02
C 1.623458 -2.887121 1.533080 -0.05 0.07 -0.01
N 1.312662 -2.580404 0.268544 -0.15 -0.03 -0.25
H 3.336929 0.179702 -4.268531 0.00 0.05 -0.04
H 3.461704 2.582495 -4.499744 0.00 -0.04 0.03
H 3.043750 4.139048 -2.681994 0.00 -0.01 0.00
H 0.982617 2.031837 -0.215745 -0.03 -0.10 0.12
H 1.542112 -5.674737 -1.014074 0.01 0.00 0.01
H 2.030108 -6.226367 1.372726 -0.01 0.03 -0.02
H 2.152320 -4.329754 3.015637 0.00 0.01 -0.02
H 1.607473 -2.067586 2.236296 0.03 0.01 -0.04
C -0.107464 0.816042 -8.013638 -0.01 0.02 0.04
C -0.108523 1.214288 -6.561875 0.01 0.00 -0.02
C 0.179539 2.523933 -6.178196 0.02 0.02 0.00
C 0.197278 2.887416 -4.841135 -0.04 -0.06 -0.09
C -0.084864 1.919109 -3.890591 0.07 0.01 -0.01
C -0.391449 0.609511 -4.237535 -0.05 0.03 -0.02
C -0.400173 0.270287 -5.578045 0.00 -0.04 -0.03
S -0.101205 2.378761 -2.189428 0.25 0.12 0.02
O -0.236364 3.820435 -2.102835 -0.06 -0.19 -0.01
O 2.448088 2.713219 -1.342961 -0.01 0.07 0.34
N -1.120497 1.419231 -1.492679 -0.11 0.04 0.29
C -2.489334 1.570551 -1.774566 0.15 -0.04 -0.05
C -3.054797 2.415054 -2.704122 0.06 0.01 -0.01
C -4.452363 2.475150 -2.883679 0.06 0.02 -0.02
C -5.292138 1.711550 -2.131393 -0.02 -0.01 0.05
C -4.747720 0.853740 -1.148123 -0.08 -0.05 -0.01
C -5.555119 0.050487 -0.311156 -0.08 0.04 -0.04
C -4.971313 -0.739245 0.629127 0.00 -0.04 0.02
C -3.567810 -0.733169 0.736656 -0.11 -0.01 0.01
N -2.788246 -0.012706 -0.020619 0.39 0.13 0.06
C -3.353687 0.782134 -0.970946 -0.07 -0.14 0.06
H -0.009475 1.684153 -8.664203 0.00 0.00 0.01
H -1.028037 0.291913 -8.275656 0.02 0.01 0.01
H 0.723027 0.139811 -8.225375 0.00 0.00 0.01
H 0.388911 3.269517 -6.937150 0.00 -0.03 0.02
H 0.416992 3.900998 -4.530853 -0.02 -0.04 -0.02
H -0.648665 -0.121116 -3.478977 0.03 0.04 -0.07
H -0.649234 -0.746255 -5.863913 0.02 0.04 0.02
H -2.435255 3.061816 -3.306769 0.03 0.02 -0.02
H -4.852114 3.149419 -3.631490 0.03 -0.02 0.02
H -6.366717 1.757519 -2.260787 0.03 -0.01 0.00
H -6.632411 0.080050 -0.431492 0.03 0.00 0.00
H -5.555484 -1.369164 1.287248 0.03 0.02 -0.01
H -3.070446 -1.352167 1.459555 -0.02 0.03 0.02
N -1.981438 -1.891473 -2.306862 0.01 -0.19 -0.07
C -1.244968 -1.519843 -1.496243 -0.39 -0.30 -0.46
C -1.968362 -1.779578 3.756270 -0.05 0.03 0.03
C -1.139305 -2.341073 2.607695 0.09 0.23 0.10
C -1.781216 -3.538205 1.920177 -0.09 -0.05 -0.02
O -0.818243 -1.325643 1.686065 0.10 -0.14 -0.58
H -2.123338 -2.548490 4.517791 0.01 0.03 -0.03
H -2.946283 -1.429256 3.422411 0.00 -0.01 0.05
H -1.449456 -0.933799 4.212756 -0.02 -0.04 -0.03
H -0.214838 -2.697952 3.065062 0.15 -0.03 0.02
H -2.832699 -3.360777 1.680773 0.06 -0.03 -0.01
H -1.727888 -4.414516 2.570999 -0.03 0.02 -0.01
H -1.260193 -3.764433 0.988053 0.02 -0.01 0.03
```
Forces are in eV/Å.

## Properties
Orbital gap (eV): 7.18
Lowest unoccupied orbital energy (eV): 0.0054
M (g/mol): 1085.344
Relative energy (zero: lowest compared OMol25 entry of this formula, charge and spin) (kcal/mol): 54.8
HOMO level (hartree): -0.2636

Atomic partial charges in e from the Mulliken method, atoms 1 to 8:
1. Hf 2.0164
2. S -0.4905
3. C 0.7992
4. C -0.7326
5. C -0.5290
6. C -0.9286
7. C 0.4969
8. C -1.1908

C43H36MoN9O4P2SSe3 as an isolated structure in a non-equilibrium geometry. Source: the Open Molecules 2025 dataset; level of theory: ωB97M-V/def2-TZVPD.

```
99
Properties=species:S:1:pos:R:3:forces:R:3
Mo 0.298800 0.157300 0.886200 1.19 -0.70 0.73
Se -4.218300 5.882400 2.713300 0.15 0.12 0.01
P -2.642500 4.711700 3.459800 -0.59 -0.02 0.28
C -1.133800 5.683200 3.732600 0.19 0.04 -0.06
C -1.130600 7.030300 3.377700 -0.24 -0.20 0.06
C 0.010200 7.789500 3.538100 0.34 0.04 0.07
C 1.163100 7.206000 4.047000 -0.13 0.06 -0.05
C 1.167800 5.859800 4.386800 0.26 0.09 0.07
C 0.030200 5.092600 4.230800 -0.33 0.09 -0.09
C -3.158600 3.956900 5.031300 0.02 0.28 -0.04
C -4.094300 2.933900 4.930300 -0.01 -0.03 0.03
C -4.576600 2.320100 6.068300 -0.05 -0.01 -0.07
C -4.135800 2.742200 7.313600 0.03 -0.04 0.16
C -3.228000 3.782500 7.415700 -0.03 -0.02 0.20
C -2.739700 4.398500 6.275000 0.07 -0.01 -0.24
C -2.044200 3.198900 2.661500 0.26 0.00 -0.01
C -1.760000 2.692100 1.364500 -0.21 0.09 0.05
N -0.909100 1.656100 1.556500 -1.23 1.00 0.33
N -0.762300 1.552400 2.854100 -0.52 0.73 0.10
N -1.397600 2.450500 3.559400 -0.05 -0.11 0.17
P -2.528800 3.019200 -0.223600 -0.01 0.19 -0.35
Se -2.867200 1.344200 -1.442600 -0.10 -0.01 -0.15
C -1.523400 4.362000 -0.913400 -0.14 -0.24 -0.03
C -1.084800 4.313300 -2.226200 -0.28 -0.12 0.05
C -0.262700 5.315000 -2.710500 0.04 0.27 0.00
C 0.104600 6.362700 -1.881300 -0.01 -0.02 -0.19
C -0.351300 6.418300 -0.571600 0.04 0.15 0.14
C -1.160400 5.415600 -0.080300 -0.08 -0.09 0.00
C -4.155200 3.751000 0.141000 0.14 -0.17 -0.08
C -4.613400 4.826800 -0.607600 0.23 -0.07 0.02
C -5.923900 5.247600 -0.482500 -0.10 0.02 -0.07
C -6.786300 4.586300 0.375000 -0.03 -0.01 0.05
C -6.334100 3.508700 1.119500 -0.02 -0.15 0.00
C -5.025300 3.084200 0.996800 0.06 0.01 -0.06
H -2.032800 7.472700 2.976400 -0.05 -0.04 0.00
H -0.000600 8.833600 3.257000 0.04 0.05 0.01
H 2.056700 7.801800 4.172000 0.07 -0.01 0.00
H 2.073300 5.405300 4.764300 0.03 -0.04 0.03
H 0.026100 4.041100 4.479900 0.08 -0.03 0.04
H -4.431200 2.620900 3.950600 -0.04 -0.06 -0.02
H -5.290000 1.511200 5.985800 -0.03 -0.02 0.01
H -4.497600 2.250300 8.206100 -0.03 0.01 0.06
H -2.892100 4.111700 8.389700 0.01 0.02 0.04
H -2.024600 5.206600 6.345900 0.05 0.04 0.04
H -1.386200 3.482100 -2.851300 0.09 -0.05 0.00
H 0.101700 5.264300 -3.726800 0.03 -0.02 0.00
H 0.754800 7.140000 -2.256200 0.06 0.07 -0.03
H -0.069800 7.241100 0.071100 0.04 0.05 0.04
H -1.522000 5.446400 0.941600 0.07 0.10 -0.05
H -3.937100 5.332800 -1.283400 0.01 0.05 -0.03
H -6.277800 6.085300 -1.066400 -0.02 0.07 -0.03
H -7.814100 4.905300 0.461400 -0.10 0.06 0.03
H -7.004000 2.993800 1.794100 -0.05 -0.01 0.04
H -4.672200 2.231100 1.564200 -0.03 -0.01 -0.01
C -3.330800 -0.501200 1.799900 0.10 0.08 0.03
C -2.515100 -1.384000 0.931500 0.02 0.22 0.10
N -1.314900 -1.097800 0.447600 -0.31 -0.44 0.06
C -0.930100 -2.159500 -0.331800 -1.00 -0.52 0.01
C -1.917400 -3.130600 -0.287000 0.46 0.50 0.00
N -2.901800 -2.606500 0.516300 0.19 -0.46 -0.44
C -1.994100 -4.518900 -0.765700 -0.04 -0.14 0.01
O -0.989500 -4.951600 -1.496600 0.03 -0.02 -0.08
O -2.940000 -5.217600 -0.447700 0.08 0.07 -0.10
C 0.359500 -2.082900 -1.050600 0.15 -0.06 -0.17
O 0.734800 -3.055900 -1.733700 -0.02 -0.49 -0.24
O 1.010700 -1.014600 -0.893300 -0.42 0.08 0.05
H -3.311600 0.508400 1.390200 0.00 -0.08 -0.01
H -2.943200 -0.468000 2.819800 0.07 -0.01 0.06
H -4.362200 -0.840500 1.827000 -0.13 -0.05 0.03
H -3.762100 -3.099100 0.711500 0.12 0.11 0.00
H -0.267200 -4.236300 -1.659300 -0.19 0.11 0.18
C 4.690200 1.819300 -0.738600 0.08 0.67 -0.12
N 4.357800 0.457200 -0.443700 -0.85 -0.79 0.61
C 4.827300 -0.656500 -1.073700 0.05 -0.97 -0.03
C 4.174700 -1.727900 -0.570700 0.39 0.11 -0.50
N 3.277000 -1.280100 0.386600 0.88 1.03 -0.70
C 3.381700 0.083400 0.424700 0.00 0.98 0.61
S 2.572900 1.185900 1.416500 0.12 -0.15 0.12
C 2.420100 -2.110800 1.098500 -1.51 -0.31 1.08
C 2.781100 -3.449600 1.253800 0.22 0.26 0.07
C 1.946900 -4.342100 1.884400 -0.98 0.56 0.29
C 0.737800 -3.837300 2.406300 1.12 -0.66 -0.18
C 0.462800 -2.510400 2.255400 -0.20 0.34 0.32
N 1.227300 -1.617100 1.588400 1.39 -1.34 -0.40
H 5.726400 1.883200 -1.066000 0.03 -0.10 0.02
H 4.540500 2.418400 0.159400 0.07 -0.06 -0.10
H 4.028600 2.201700 -1.521600 -0.01 0.00 0.03
H 5.590900 -0.609800 -1.822300 0.06 -0.01 -0.19
H 4.217700 -2.749400 -0.874700 0.00 -0.21 -0.09
H 3.745500 -3.773700 0.899700 0.07 -0.03 -0.09
H 2.198300 -5.384000 1.978400 0.11 -0.14 0.00
H 0.045400 -4.479200 2.924600 -0.13 -0.03 0.04
H -0.450400 -2.107400 2.670100 0.00 0.05 -0.12
C 0.088000 0.457300 3.132800 0.48 -0.69 0.93
H -0.429700 -0.214800 3.834600 -0.02 -0.02 -0.21
H 0.974000 0.827100 3.674500 -0.06 -0.12 -0.27
Se 1.681700 2.394000 -2.975400 1.09 0.54 -1.85
C 0.844400 1.811000 -1.593300 -1.25 -0.42 2.11
N 0.300400 1.464600 -0.612900 0.66 1.19 -2.07
```
Forces are in eV/Å.

## Properties
Orbital gap (spin up / spin down) (eV): 4.93 / 4.63
Charge: -1
Lowest unoccupied orbital energy (spin up / spin down) (eV): 2.1815 / 2.0844
M (g/mol): 1169.655
Relative energy (zero: lowest compared OMol25 entry of this formula, charge and spin) (kcal/mol): 36.5
HOMO level (spin up / spin down) (hartree): -0.1011 / -0.0934

Atomic partial charges in e from the Mulliken method, atoms 1 to 8:
1. Mo -1.0063
2. Se -0.2714
3. P 1.0776
4. C 0.0866
5. C -0.6313
6. C -0.5763
7. C -0.4494
8. C -0.8462